# 1
This record from OMol25 describes a gas-phase ion, C5H15N2O2 (charge +1). The level of theory is ωB97M-V/def2-TZVPD.

Element x y z (Å)
H (-2.2590, 1.7396, -0.5775)
C (-2.9316, 0.9406, -0.2812)
H (1.5579, -1.4239, -0.1462)
C (-1.1690, -0.7808, -0.4848)
H (-3.6506, 0.6595, -0.9593)
H (-0.9559, -1.8675, -0.4882)
C (2.9060, 0.1925, 0.0151)
H (3.4265, -1.1829, 1.3190)
H (-3.3853, 1.4184, 0.6446)
H (3.0781, 0.1466, 2.1418)
N (3.1008, -0.2961, 1.2447)
N (1.3787, -0.5854, -0.6198)
O (2.7636, 1.5033, 0.0199)
H (0.1974, -0.1748, 1.0051)
H (-3.2163, -1.0916, 0.4600)
H (4.6759, -0.0801, -0.7050)
H (-1.5099, -0.6500, -1.5249)
H (-2.0130, -0.0750, 1.3824)
C (-2.3368, -0.3105, 0.3818)
H (1.7127, -0.5041, -1.5774)
H (0.1595, 0.9893, -0.2188)
C (0.1273, -0.0539, -0.0762)
O (3.6971, -0.3303, -0.9805)
H (2.2426, 1.9328, -0.7132)

Atomic forces in eV per Å
H 0.413 -0.391 -0.608
C 0.524 1.128 4.670
H 0.317 -1.981 -0.295
C 0.161 -1.033 -0.726
H -1.535 -0.129 -1.778
H -0.124 0.299 0.630
C -1.013 -0.197 -0.740
H 1.286 -3.131 -0.031
H -0.415 -0.167 -1.462
H -0.420 1.014 -0.227
N -0.306 1.337 0.972
N 1.690 2.086 0.588
O -1.222 1.951 -0.439
H 0.254 -0.137 0.098
H 1.982 1.332 -0.136
H -2.652 -0.786 -1.009
H 0.628 0.437 0.121
H 0.135 -0.119 0.462
C -1.101 -1.130 -1.075
H -1.161 -0.667 -0.292
H -0.514 1.372 -0.507
C -0.524 -0.702 -0.020
O 2.594 0.568 1.023
H 1.001 -0.956 0.780

The SMILES is CCCC[NH2+]C(N)(O)O. The value obtained for the lowest unoccupied orbital energy is -3.144 eV. Its orbital gap is 0.41102 Eh. As for the charge: +1.

***

# 2
This record from OMol25 describes a molecular structure, C3H4NiO2. The level of theory is ωB97M-V/def2-TZVPD.

Element x y z (Å)
O (-0.6754, 3.7461, -2.0090)
H (-1.3329, -1.1067, 1.1306)
O (-0.2775, 1.7517, -1.1530)
H (0.1209, -0.2005, 1.8872)
C (0.5996, -1.7881, 0.5477)
C (-0.3199, 2.9292, -1.2807)
Ni (0.2256, -0.0483, -0.9415)
C (-0.2492, -0.9789, 1.2134)
H (1.6819, -1.6995, 0.6852)
H (0.2270, -2.6051, -0.0800)

Atomic forces in eV per Å
O 1.279 1.113 2.584
H 0.172 -0.038 0.162
O 1.186 -1.950 2.435
H -0.116 -0.253 -0.004
C 0.801 -0.174 -1.146
C -2.541 1.109 -5.161
Ni 0.059 -0.739 0.754
C -0.761 1.104 0.099
H -0.163 -0.166 0.070
H 0.083 -0.006 0.208

As for the expectation value of S²: 2.0036. The value obtained for the lowest unoccupied orbital energy (alpha / beta) is -11.300 / -13.903 eV. Its orbital gap (alpha / beta) is 0.40477 / 0.31884 Eh. As for the charge: +2. Its spin multiplicity is 3.

***

# 3
This record from OMol25 describes a molecular structure, C43H64IrN4OP2SSi. The level of theory is ωB97M-V/def2-TZVPD.

Element x y z (Å)
H (-4.0702, 1.5650, -0.6933)
C (3.4844, -3.8431, -0.2620)
H (-3.3134, -0.5975, -3.2736)
H (0.2043, -1.1083, 3.7290)
H (0.4308, 3.9262, -0.6632)
C (1.6358, 1.3421, -1.5791)
H (-0.1417, 6.2769, 2.8237)
H (-0.9766, 6.6892, 4.3225)
H (4.1557, 1.7977, -3.8571)
C (-1.8836, 1.4529, -2.4913)
H (-5.3145, -0.4105, 1.8880)
C (-2.0749, 2.7456, -1.7557)
H (-3.9071, 3.3810, -2.9579)
H (-0.8487, 3.1420, -5.3806)
C (1.4692, -4.3842, 3.1182)
H (4.7760, -2.7785, -1.7091)
C (-2.1693, 4.0683, -3.9621)
C (-0.5218, 5.8345, 3.7468)
H (-0.4756, -4.9433, 3.8868)
C (0.4577, -1.9660, 3.0291)
C (2.7734, 0.5318, 3.8054)
C (-3.7905, 0.1046, 0.6137)
C (-2.8551, 4.9112, 3.4571)
P (1.2276, -0.8355, 1.6712)
N (-3.0803, 2.6248, 3.0442)
C (0.8448, 0.4844, -2.3480)
H (-1.7418, 5.0638, -3.8119)
H (-4.7026, 3.8946, 3.3825)
C (4.7964, -3.1086, -0.6645)
H (-0.6872, -2.7769, -1.1011)
C (5.1112, -1.9246, 0.2555)
H (3.3596, -4.6223, -1.0157)
H (-3.2589, -4.3454, -2.0747)
H (4.3141, -0.7026, 1.8171)
H (3.2489, 3.5021, 1.3345)
H (-2.9951, -4.7687, -3.7671)
H (3.4499, 2.4715, -1.4761)
H (-5.5680, 1.0388, -0.0236)
H (2.7837, -0.7911, -0.1237)
C (1.4761, -2.9327, 3.6767)
H (-1.0387, -1.2519, -3.7351)
H (5.3090, -0.9822, -0.3328)
H (1.9957, -4.9852, 3.8868)
C (-1.4524, 4.7033, 3.5406)
P (-0.7535, 0.1161, -1.7238)
H (-2.9076, 4.1625, -4.7724)
H (-1.0867, 3.2595, -1.6050)
C (0.0631, -4.9209, 2.9283)
C (2.8526, 1.8415, -2.1030)
H (0.4550, 3.9330, 1.1610)
H (-0.1697, 3.2050, -3.7707)
C (3.1754, 1.4555, -3.4252)
H (-1.4336, -2.7595, 3.5808)
H (-2.5460, 2.7019, -0.7372)
S (-1.1366, 0.8247, 3.0632)
C (-1.1251, 3.0349, -4.3274)
C (-1.7304, 2.5067, 3.1486)
H (-2.8414, 0.9877, -2.4165)
H (1.4679, -3.3946, 0.3645)
C (-2.8903, 3.7370, -2.6527)
H (1.9469, -2.5501, -1.0831)
C (-1.2521, -3.9695, -2.8019)
H (-2.7219, 1.6073, -4.5090)
C (-1.7046, 1.6345, -4.0064)
C (-0.8921, -2.6140, 2.6317)
H (-1.7961, -4.4045, 1.9038)
C (2.0912, 0.5370, 2.5283)
C (2.4394, 0.5366, -4.1293)
H (3.9720, 3.7376, 3.6972)
Ir (-0.6263, 0.1564, 0.5133)
H (6.1024, -2.0981, 0.6617)
H (0.4097, -2.6683, -2.4386)
H (-1.4721, -1.8646, 2.0481)
H (-3.2521, 5.9373, 3.6184)
C (2.1660, 1.6294, 1.6689)
N (-4.3540, -0.6582, 1.5633)
H (2.5025, -2.4691, 3.5462)
H (-3.2621, -2.5789, -4.6647)
C (-3.4569, -2.6947, -3.5680)
H (-3.0557, 4.6776, -2.0819)
H (0.3749, 5.4586, 4.2687)
H (1.1613, -3.0070, 4.7385)
H (-3.2295, -1.4687, -1.7725)
C (2.9959, 2.7169, 2.0364)
C (-0.6766, -2.6885, -2.1977)
C (2.6807, -1.5566, 0.6467)
H (3.9664, 1.7450, 5.1231)
H (-3.6745, -1.0481, 2.2283)
H (1.9566, 3.9470, 0.1163)
C (2.3026, -2.8639, -0.1199)
H (0.1344, -5.8908, 2.4581)
H (-4.5456, -2.7680, -3.3918)
C (3.5181, 2.8036, 3.3298)
O (-2.6405, -0.2158, 0.1167)
H (2.6365, -0.3774, 4.4153)
H (3.7467, -4.3678, 0.7056)
N (-0.8936, 3.4934, 3.4564)
H (2.0067, -4.4237, 2.1619)
Si (0.9651, 1.6759, 0.1897)
H (-1.0960, 0.8457, -4.4540)
H (4.0333, -2.4557, 2.1133)
N (-4.5599, 1.0255, 0.0215)
H (-0.3428, -3.9304, 0.9977)
H (5.6221, -3.8249, -0.5795)
H (-0.9239, -4.8560, -2.2208)
C (-2.9153, -1.5126, -2.8065)
C (4.0440, -1.6383, 1.3475)
C (1.2823, -0.0023, -3.6061)
C (-1.3720, -1.3935, -2.7122)
C (-0.7631, -3.9760, 2.0116)
H (0.6917, -0.7698, -4.1101)
C (-2.7853, -3.9924, -3.0290)
C (0.9138, 3.5352, 0.2438)
H (-0.7594, -4.1100, -3.7934)
H (2.7387, 0.2991, -5.1486)
C (-3.6244, 3.8194, 3.2384)
C (3.4167, 1.7050, 4.1960)

Atomic forces in eV per Å
H -0.528 -0.344 0.214
C 1.519 0.277 0.529
H 0.158 -0.271 0.097
H 0.485 -1.053 -0.440
H -0.302 0.162 0.480
C -0.903 -0.758 0.770
H -0.261 -0.201 -0.249
H 0.394 -0.971 -0.477
H -1.291 -0.167 0.361
C -0.048 -1.053 0.312
H 1.544 -0.320 -0.075
C 0.603 2.194 0.143
H 0.647 -0.192 0.781
H -0.125 -0.201 0.070
C 0.337 0.655 0.684
H -0.187 -0.131 0.070
C -0.009 0.843 0.178
C 0.598 1.142 1.129
H 0.229 -0.434 -0.139
C 0.313 1.029 -0.373
C -1.455 -0.167 -1.588
C -0.334 -1.592 -0.879
C 1.625 1.691 0.343
P 0.612 -1.150 0.791
N 0.512 -0.863 -0.082
C 0.542 0.134 -0.670
H 0.264 -0.128 -0.433
H 0.088 -0.265 -0.578
C -0.295 -0.255 0.098
H -0.330 0.373 -0.050
C 0.369 1.017 -0.293
H -0.600 0.012 0.161
H 0.131 0.574 -0.736
H -0.124 0.149 0.328
H -0.276 0.057 0.238
H 0.029 -0.198 0.211
H 0.497 0.344 -0.067
H 0.145 -0.111 0.498
H 0.000 0.350 -0.007
C 0.110 0.280 -0.136
H 0.130 0.078 -0.386
H -0.635 -0.719 0.376
H -0.049 0.124 -0.711
C -0.460 0.301 -0.231
P -2.187 -0.472 -1.951
H 0.256 -0.055 0.198
H -0.883 -0.467 0.050
C -0.397 1.174 -0.520
C -0.434 -0.842 -1.100
H 0.202 -0.176 -0.333
H -0.618 -0.163 -0.185
C 2.546 0.400 -0.548
H 0.003 0.167 -0.152
H 0.565 -0.348 -0.820
S -1.061 1.721 0.463
C 0.752 -0.393 0.122
C -1.351 -0.813 0.567
H -0.639 -0.769 0.329
H 0.235 0.269 -0.159
C -0.853 0.045 0.436
H -0.140 -0.057 -0.595
C 0.160 -0.191 -1.346
H 1.106 -0.244 0.515
C -0.282 0.961 -0.842
C 0.314 0.796 0.750
H 0.862 0.310 -0.041
C 0.640 0.015 0.956
C 1.740 1.086 -1.095
H 0.064 -0.658 -0.403
Ir 0.412 -1.538 0.798
H -0.035 -0.026 0.670
H -0.573 0.164 0.040
H 0.172 -0.688 0.094
H 0.223 -1.010 -0.143
C 1.424 -0.039 -0.070
N -0.242 0.406 0.865
H -1.083 -0.717 0.727
H -0.177 -0.109 0.839
C 0.852 -0.926 0.334
H 0.016 -0.662 -0.295
H -0.426 0.253 -0.050
H 0.603 0.168 -0.361
H -0.637 -0.391 0.278
C -0.003 -0.306 0.768
C 0.263 0.126 0.236
C -0.650 -0.301 0.300
H -0.254 -0.007 0.326
H -0.822 0.000 -0.361
H -1.030 -0.433 0.393
C 0.175 -0.515 0.854
H -0.266 -0.430 0.200
H 0.489 0.064 -0.329
C -0.215 -0.164 -0.266
O -2.859 0.909 1.303
H 0.522 0.764 -0.054
H -0.704 0.520 -0.877
N -0.216 0.107 -0.540
H 0.031 -0.137 0.293
Si 2.007 2.346 0.605
H -0.102 -0.026 -0.018
H 0.126 0.696 -0.547
N 0.963 0.870 -1.076
H 0.008 -0.030 0.161
H -0.233 0.051 -0.219
H -0.328 0.534 -0.174
C 0.402 1.523 0.345
C 0.274 -1.029 -0.252
C -1.555 -0.197 1.373
C 0.330 -0.477 -0.071
C -0.829 -1.033 -0.307
H 0.452 0.283 -0.023
C -0.323 -0.588 0.424
C 0.322 1.527 -1.621
H -0.343 0.116 0.459
H 0.077 -0.128 0.256
C -0.605 -0.589 0.464
C 0.096 -0.469 -0.311

As for the expectation value of S²: 8.7952. The value obtained for the lowest unoccupied orbital energy (alpha / beta) is -5.714 / -9.712 eV. Its orbital gap (alpha / beta) is 0.15623 / 0.13221 Eh. As for the charge: +2. Its spin multiplicity is 6.

***

# 4
This record from OMol25 describes HNO2S in the gas phase. The level of theory is ωB97M-V/def2-TZVPD.

Element x y z (Å)
N (1.8799, -0.2575, -0.1191)
O (-0.0886, 0.7867, -0.0971)
O (3.0215, -0.8463, -0.0118)
H (-0.1092, -0.2018, 0.2703)
S (1.4972, 1.2212, 0.0979)

Atomic forces in eV per Å
N 5.569 -5.940 0.121
O -0.435 -1.161 1.324
O -3.361 2.559 -0.389
H 0.013 2.854 -1.178
S -1.786 1.688 0.121

The SMILES is O=NSO. The value obtained for the lowest unoccupied orbital energy is -0.880 eV. Its orbital gap is 0.32191 Eh.